Entry from OMol25: 12 unconnected molecules or ions with the total composition C22H26BBrCl33F7O4 at a distorted geometry (ωB97M-V/def2-TZVPD).

Results
SMILES string	CCC[C@](C[C@H](C)Br)(OC(=O)B(O)O)C(F)(F)C(F)(F)C(F)(F)F.ClC(Cl)Cl.ClC(Cl)Cl.ClC(Cl)Cl.ClC(Cl)Cl.ClC(Cl)Cl.ClC(Cl)Cl.ClC(Cl)Cl.ClC(Cl)Cl.ClC(Cl)Cl.ClC(Cl)Cl.ClC(Cl)Cl
HOMO energy	-9.809	eV
multiplicity	1
E	-534408.562	eV
HOMO-LUMO gap	9.882	eV

```
94
Properties=species:S:1:pos:R:3:mulliken_charge:R:1
C 0.0507 -2.1106 -0.7961 -1.85
C 0.0140 -0.9622 -1.7657 -0.34
C 0.9259 0.2161 -1.4594 -1.19
C 0.6196 1.1398 -0.2701 2.74
C 1.4080 2.4291 -0.6228 -1.56
C 1.4030 3.5796 0.3660 0.18
C 2.1059 4.7873 -0.2708 -1.53
Br 2.3355 3.2684 2.0502 -0.14
O 0.9841 0.6545 1.0115 -0.31
C 2.0857 -0.1710 1.0937 0.19
O 1.9537 -1.2617 1.4787 -0.42
B 3.5927 0.2542 0.8175 0.56
O 4.1643 0.1938 -0.4068 0.07
O 4.3238 0.6528 1.8844 -0.65
C -0.8753 1.4508 -0.1130 -0.26
F -1.0220 2.1942 0.9826 -0.33
F -1.6127 0.3768 0.1791 0.05
C -1.5235 2.2669 -1.2341 0.66
F -1.2521 1.8352 -2.4529 -0.22
F -1.1762 3.5284 -1.1846 -0.30
C -3.0760 2.2783 -1.1388 0.33
F -3.5916 1.1350 -1.4336 -0.17
F -3.4807 3.1137 -2.0842 -0.29
F -3.5072 2.7508 -0.0272 -0.25
H 1.0408 -2.4990 -0.6458 0.27
H -0.3712 -1.8535 0.1558 0.34
H -0.5846 -2.8904 -1.1862 0.56
H -1.0048 -0.6341 -1.9036 -0.05
H 0.3122 -1.3510 -2.7301 0.75
H 0.8788 0.8525 -2.3274 0.73
H 1.9471 -0.1329 -1.4602 0.21
H 0.9840 2.7989 -1.5420 0.85
H 2.4286 2.1615 -0.8834 -0.58
H 0.4373 3.9580 0.6108 0.45
H 1.8131 5.6883 0.2382 0.39
H 3.1713 4.7142 -0.1651 0.36
H 1.8459 4.8155 -1.3161 0.39
H 5.1122 0.1697 -0.2468 0.16
H 4.9063 1.3804 1.6434 0.11
Cl 6.4109 2.8256 0.1137 -0.17
C 6.1386 3.1237 -1.6130 -0.12
Cl 4.4305 2.9518 -2.0107 -0.02
Cl 6.7237 4.7185 -2.0748 -0.09
H 6.6936 2.3827 -2.1719 0.41
Cl -3.3777 -1.1020 0.9337 0.18
C -4.9188 -1.9069 1.2888 -0.24
Cl -4.9824 -3.4921 0.5117 -0.13
Cl -5.2319 -2.0382 3.0305 -0.12
H -5.7034 -1.2933 0.8671 0.43
Cl -3.3286 -4.0068 5.0099 -0.12
C -1.7936 -3.8333 4.1846 0.34
Cl -1.9541 -4.3313 2.5059 -0.04
Cl -1.2159 -2.1775 4.2985 -0.03
H -1.0716 -4.4834 4.6579 -0.12
Cl 3.4895 -1.5143 -3.2834 -0.04
C 5.1752 -2.0117 -3.3944 -0.06
Cl 5.7972 -1.7373 -5.0197 -0.13
Cl 6.1749 -1.1708 -2.2003 -0.11
H 5.2282 -3.0710 -3.1855 0.34
Cl -2.7878 -5.3020 8.7318 -0.12
C -1.0894 -4.8345 8.6614 -0.08
Cl -0.3683 -5.3202 7.1227 -0.09
Cl -0.9012 -3.1008 8.9230 -0.05
H -0.5640 -5.3540 9.4503 0.36
Cl 8.6446 8.2158 2.2148 -0.13
C 8.5039 7.3557 0.6815 -0.01
Cl 7.3980 5.9903 0.8228 -0.04
Cl 7.9794 8.4482 -0.6019 -0.13
H 9.4801 6.9727 0.4193 0.29
Cl -7.2153 -1.7739 -3.8560 -0.14
C -5.6754 -2.6077 -3.6195 -0.11
Cl -4.7032 -2.5466 -5.0895 -0.12
Cl -4.7980 -1.9104 -2.2623 0.02
H -5.8836 -3.6445 -3.3939 0.33
Cl -3.5908 3.5854 -6.0957 -0.14
C -2.6367 2.1963 -5.5793 0.73
Cl -2.9970 0.7842 -6.5730 -0.13
Cl -0.9124 2.5719 -5.6305 -0.16
H -2.9019 1.9670 -4.5577 -0.36
Cl -11.2693 -0.9667 -6.7127 -0.12
C -9.5462 -0.6076 -6.8362 0.35
Cl -8.9540 -0.9447 -8.4627 -0.12
Cl -9.2222 1.0670 -6.3874 -0.12
H -9.0172 -1.2503 -6.1461 0.01
Cl -0.3820 0.0244 8.7103 -0.14
C 1.1535 0.2662 7.8753 0.03
Cl 1.0037 -0.2159 6.1904 -0.04
Cl 1.6871 1.9435 8.0052 -0.14
H 1.8952 -0.3623 8.3480 0.28
Cl 0.1542 -6.7642 0.9237 -0.10
C -0.6664 -7.8536 2.0424 0.01
Cl -0.0154 -9.4876 1.9085 -0.14
Cl -0.5385 -7.2679 3.7017 -0.07
H -1.7142 -7.8842 1.7775 0.28
```